(1)
DFT (the ωB97M-V functional and the def2-TZVPD basis) results for a 12-piece molecular cluster, H24O12 overall.

Computed properties:
E_LUMO ... -0.30 eV
HOMO ... -11.17 eV
ΔE to the lowest compared entry with this formula, charge and spin ... 226.5 kJ/mol
Frontier orbital gap ... 10.866 eV

XYZ file:
```
36
Properties=species:S:1:pos:R:3:mulliken_charge:R:1
O -3.45 1.99 -1.95 -0.619
H -4.37 1.87 -2.21 0.315
H -3.48 2.12 -1.01 0.319
O 3.18 -4.03 1.89 -0.622
H 3.00 -3.48 2.65 0.292
H 3.23 -3.41 1.16 0.333
O 2.95 2.21 -2.88 -0.645
H 3.48 1.95 -3.63 0.307
H 2.10 1.80 -3.04 0.325
O 2.04 -2.59 -3.92 -0.643
H 2.03 -2.42 -2.98 0.309
H 1.50 -1.90 -4.30 0.313
O -0.12 0.03 0.33 -0.611
H 0.78 -0.17 0.08 0.301
H -0.05 0.41 1.20 0.302
O -0.70 1.65 4.00 -0.612
H 0.01 2.29 3.95 0.320
H -0.61 1.25 4.87 0.302
O 3.54 -0.64 2.81 -0.584
H 4.14 0.05 3.09 0.299
H 3.23 -1.04 3.62 0.303
O -0.22 0.87 -3.86 -0.611
H -0.90 1.22 -3.29 0.316
H -0.62 0.83 -4.73 0.297
O 3.56 -1.35 -0.85 -0.558
H 3.53 -0.92 0.01 0.284
H 4.44 -1.17 -1.18 0.285
O -4.60 -0.50 2.75 -0.641
H -4.63 0.46 2.79 0.325
H -4.00 -0.69 2.03 0.314
O -3.92 3.21 2.12 -0.620
H -3.16 2.92 2.63 0.323
H -3.78 4.15 2.00 0.290
O -3.08 -2.38 -1.26 -0.629
H -2.56 -1.57 -1.22 0.315
H -2.50 -3.01 -1.68 0.310
```

(2)
DFT (the ωB97M-V functional and the def2-TZVPD basis) results for a 2-piece molecular cluster, C8H6NO5 overall.

Computed properties:
E_LUMO (spin up / spin down) ... 3.32 / 3.32 eV
HOMO (spin up / spin down) ... -3.00 / -3.00 eV
ΔE to the lowest compared entry with this formula, charge and spin ... 276.5 kJ/mol
Charge ... -1
Frontier orbital gap (spin up / spin down) ... 6.319 / 6.316 eV

XYZ file:
```
20
Properties=species:S:1:pos:R:3:mulliken_charge:R:1
C -2.88 -0.80 -0.11 -0.333
C -2.71 0.56 -0.43 -0.577
C -1.85 -1.58 0.26 -0.736
C -1.42 1.09 -0.41 -0.392
C -0.56 -1.07 0.30 -0.294
C -0.33 0.27 0.03 0.414
C 3.21 -1.91 -0.26 0.762
C 0.98 0.78 0.22 0.213
N 1.28 2.08 0.15 0.514
O 2.49 -2.60 0.29 -0.387
O 3.98 -1.38 -0.89 -0.385
O 0.62 3.12 -0.28 -0.868
O 2.69 2.38 0.34 -0.534
O 1.92 -0.04 0.43 -0.897
H -3.83 -1.14 -0.14 0.475
H -3.64 1.01 -0.80 0.292
H -1.90 -2.57 0.46 0.466
H -1.03 2.13 -0.58 0.542
H 0.14 -1.83 0.66 0.330
H 2.84 1.49 0.74 0.394
```

(3)
DFT (the ωB97M-V functional and the def2-TZVPD basis) results for C20H38FN2O7S2 as an isolated structure.

Computed properties:
E_LUMO ... -3.96 eV
HOMO ... -11.43 eV
ΔE to the lowest compared entry with this formula, charge and spin ... 153.5 kJ/mol
Charge ... +1
Frontier orbital gap ... 7.468 eV

XYZ file:
```
70
Properties=species:S:1:pos:R:3:mulliken_charge:R:1
C 2.68 1.15 3.45 -0.652
C 2.17 2.52 2.84 0.666
O 2.91 3.53 2.76 -0.484
N 0.69 2.71 2.55 0.196
H 0.31 1.82 1.95 0.016
H 0.26 2.70 3.51 0.490
C 0.14 3.82 1.76 -1.067
H 1.99 0.84 4.17 0.365
H 3.77 1.34 3.79 0.283
H 2.50 0.35 2.84 -0.069
H -0.75 3.66 1.16 0.283
H 0.82 4.27 1.20 0.450
H -0.05 4.61 2.45 0.503
C -3.37 1.01 1.94 -0.956
C -2.88 0.15 3.15 0.508
O -3.57 -0.38 3.94 -0.469
N -1.47 -0.03 3.20 0.237
H -0.78 0.23 2.26 0.031
H -1.32 0.89 3.82 0.413
C -0.93 -1.20 3.95 -0.705
H -3.50 1.97 2.32 0.428
H -4.43 0.83 1.59 0.347
H -2.72 1.06 1.03 0.165
H 0.15 -1.34 4.03 0.315
H -1.17 -2.15 3.42 0.177
H -1.36 -1.10 4.98 0.416
O -0.03 0.56 1.12 -0.370
H 0.37 0.49 0.29 -0.352
F 3.62 -2.38 -4.09 -0.292
C 3.37 -2.07 -2.83 0.187
C 2.14 -2.07 -2.18 -0.923
C 1.95 -1.59 -0.86 0.550
C 3.07 -1.04 -0.14 -0.332
C 4.25 -0.91 -0.80 -0.430
C 4.49 -1.49 -2.24 -0.428
H 1.43 -2.55 -2.71 0.618
H 0.97 -1.68 -0.45 -0.025
H 2.82 -0.58 0.86 0.098
H 4.93 -0.43 -0.24 0.509
H 5.46 -1.21 -2.76 0.350
C 1.01 3.24 -2.66 -0.596
C 0.92 1.69 -2.28 0.442
C 1.20 0.88 -3.41 -1.011
S 0.20 1.66 -4.61 1.197
O -1.08 1.06 -4.59 -0.621
O 0.97 1.54 -5.83 -0.729
C 0.41 3.36 -4.02 -0.917
H 2.13 3.29 -2.76 0.341
H 0.28 3.76 -1.96 0.223
H -0.03 1.67 -1.64 -0.034
H 1.86 1.48 -1.43 0.009
H 0.81 -0.10 -3.25 0.116
H 2.10 0.76 -3.78 0.647
H -0.59 3.63 -3.93 0.427
H 0.97 3.77 -4.85 0.423
C -2.97 -4.46 -0.39 -0.965
C -2.45 -3.61 0.72 -1.169
C -1.76 -2.49 0.26 0.839
S -2.73 -1.93 -1.13 1.206
O -1.79 -1.45 -2.11 -0.610
O -3.76 -0.97 -0.68 -0.684
C -3.43 -3.55 -1.53 -1.130
H -3.79 -5.07 -0.03 0.364
H -2.17 -5.09 -0.54 0.376
H -1.87 -4.14 1.26 0.696
H -3.39 -3.53 1.27 0.373
H -0.90 -2.95 -0.08 0.267
H -1.52 -1.75 0.93 -0.686
H -3.11 -3.67 -2.41 0.635
H -4.42 -3.34 -1.59 0.526
```

(4)
DFT (the ωB97M-V functional and the def2-TZVPD basis) results for C2H3Cl2O2P as an isolated structure.

Computed properties:
E_LUMO ... -0.56 eV
HOMO ... -9.07 eV
ΔE to the lowest compared entry with this formula, charge and spin ... 413.9 kJ/mol
Frontier orbital gap ... 8.505 eV

XYZ file:
```
10
Properties=species:S:1:pos:R:3:mulliken_charge:R:1
C -0.43 -1.69 0.02 0.579
C 0.87 0.28 0.51 -0.381
O 0.50 -2.45 0.01 -0.451
O -0.36 -0.40 0.25 -0.192
P -0.29 2.39 0.00 0.030
Cl -2.07 -2.23 -0.38 -0.146
Cl 2.23 0.09 -0.43 -0.073
H 0.82 0.47 1.54 0.492
H -1.28 1.48 -0.11 0.078
H 0.01 2.05 -1.42 0.064
```

(5)
DFT (the ωB97M-V functional and the def2-TZVPD basis) results for C30H52CdF6NO20S2Zn as an isolated structure.

Computed properties:
E_LUMO ... 0.88 eV
HOMO ... -4.00 eV
Charge ... -1
Frontier orbital gap ... 4.877 eV

XYZ file:
```
113
Properties=species:S:1:pos:R:3:mulliken_charge:R:1
Zn -6.37 17.81 -3.93 0.748
Cd -9.69 18.89 -11.13 2.753
C -2.59 16.95 -5.81 -0.800
C -3.84 17.17 -5.03 0.710
C -4.20 16.10 -3.91 0.631
O -5.24 16.38 -3.25 -0.767
C -3.36 14.87 -3.85 -0.765
C -2.25 14.77 -4.61 0.407
C -1.88 15.80 -5.66 0.353
O -0.79 15.77 -6.38 -0.737
O -1.56 13.68 -4.40 -0.729
O -4.70 18.04 -5.15 -0.590
H -2.25 17.74 -6.46 0.420
H -3.69 14.15 -3.11 0.377
C -8.34 19.83 -7.16 -0.556
C -7.87 18.94 -6.21 0.815
C -7.84 17.48 -6.53 0.736
O -7.27 16.59 -5.72 -0.657
C -8.35 16.91 -7.69 -1.710
C -8.87 17.81 -8.70 0.865
C -8.91 19.30 -8.41 0.843
O -9.38 20.00 -9.29 -0.507
O -8.94 17.48 -9.90 -0.626
O -7.32 19.44 -5.14 -1.295
H -8.34 20.89 -6.92 -0.098
H -8.16 15.85 -7.82 0.561
C -9.99 20.37 -15.38 0.705
F -10.68 20.96 -16.37 -0.219
F -9.30 19.26 -15.72 -0.175
F -9.19 21.25 -14.91 -0.177
S -11.35 19.92 -13.97 0.963
O -12.59 20.64 -14.24 -0.571
O -11.62 18.49 -14.02 -0.838
N -10.52 20.16 -12.38 -0.265
S -10.68 21.82 -12.20 0.409
O -9.52 22.37 -11.48 -0.386
O -11.06 22.67 -13.37 -0.589
C -12.29 21.95 -10.99 0.618
F -11.88 21.42 -9.82 -0.138
F -12.61 23.24 -10.90 -0.190
F -13.33 21.18 -11.47 -0.242
C -7.62 23.00 -4.22 -0.966
C -9.00 22.43 -4.28 0.746
O -9.82 23.32 -3.50 -0.613
H -7.68 23.94 -4.77 0.385
H -7.01 22.33 -4.82 0.138
H -7.29 23.08 -3.18 0.278
H -8.89 21.50 -3.72 -0.204
H -9.41 22.20 -5.26 -0.064
H -10.11 24.07 -4.02 0.339
C -8.04 15.78 -1.29 -1.431
C -8.51 16.23 -2.63 -0.063
O -8.13 17.59 -2.82 -0.163
H -8.33 14.74 -1.19 0.393
H -8.70 16.31 -0.61 0.391
H -7.05 16.07 -0.94 0.315
H -9.55 15.98 -2.88 0.424
H -7.83 15.59 -3.18 0.285
H -8.84 18.17 -2.54 0.265
C -6.01 19.95 -13.23 -1.115
C -6.44 19.13 -11.94 -0.330
O -7.60 19.69 -11.37 -0.302
H -5.31 20.70 -12.87 0.370
H -6.89 20.26 -13.79 0.052
H -5.52 19.21 -13.86 0.431
H -5.62 19.04 -11.23 0.400
H -6.80 18.14 -12.24 0.364
H -7.19 20.42 -10.90 -0.206
C -5.25 21.30 -7.76 -0.823
C -5.36 20.92 -9.23 0.497
O -6.22 21.78 -9.98 -0.609
H -6.15 21.71 -7.29 -0.059
H -4.46 22.03 -7.60 0.403
H -4.99 20.40 -7.20 0.224
H -5.91 19.99 -9.33 -0.273
H -4.38 20.78 -9.70 0.457
H -6.86 22.13 -9.36 0.342
C -8.51 16.48 -14.58 -1.137
C -9.20 16.08 -13.30 -0.405
O -9.79 17.21 -12.72 -0.200
H -7.76 17.27 -14.57 0.218
H -9.24 16.92 -15.26 0.343
H -8.11 15.57 -15.02 0.408
H -8.47 15.63 -12.63 0.350
H -9.92 15.28 -13.48 0.393
H -10.43 17.46 -13.40 0.025
C -13.06 17.02 -8.93 -1.272
C -12.65 18.37 -9.61 -0.503
O -11.72 18.23 -10.69 -0.100
H -13.74 17.29 -8.13 0.400
H -12.17 16.66 -8.41 0.261
H -13.47 16.22 -9.54 0.350
H -12.21 18.99 -8.84 0.233
H -13.50 18.84 -10.11 0.465
H -12.31 17.89 -11.36 0.206
C -10.97 19.01 -4.26 -0.223
C -11.12 18.81 -2.79 -0.758
O -10.01 19.37 -2.10 -0.633
H -10.23 18.34 -4.71 0.020
H -10.81 20.06 -4.49 0.033
H -11.92 18.85 -4.76 0.472
H -11.20 17.73 -2.65 0.156
H -12.04 19.24 -2.39 0.486
H -10.13 20.28 -1.84 0.319
C -9.06 25.09 -8.45 -1.561
C -9.62 23.64 -8.49 0.466
O -8.58 22.66 -8.84 -0.376
H -8.22 25.10 -7.77 0.314
H -9.79 25.86 -8.19 0.419
H -8.67 25.39 -9.42 0.330
H -10.40 23.53 -9.24 -0.158
H -9.96 23.25 -7.53 0.190
H -8.80 21.74 -8.67 -0.097
```

The records above give, respectively, largest force on an atom values of 0.456 4.051 8.033 5.059 8.491 eV/A.